# C14H22CeClN

A structure of composition C14H22CeClN in a non-equilibrium geometry (ωB97M-V/def2-TZVPD, the OMol25 dataset).

As for the multiplicity: 1. The value obtained for the HOMO-LUMO gap is 7.2 eV. The calculation puts the energy relative to the best compared isomer or geometry (same formula, charge and spin) at 2.34 kcal/mol. For the HOMO energy, the calculation gives -15.091 eV. The total charge is +2.

Structure (XYZ):
```
39
C14H22CeClN | the OMol25 dataset | ωB97M-V/def2-TZVPD
H 1.641 -1.754 0.782
C 0.924 -0.538 3.860
H -2.860 -0.216 -3.913
H 0.664 -0.928 -4.616
H -2.466 -3.372 -4.412
C -2.052 -2.778 -3.590
H 2.133 0.905 -0.570
C 1.894 -0.779 2.807
H -0.270 2.933 4.078
C 2.390 1.952 1.416
C 0.498 3.326 1.166
C -0.145 -1.789 2.199
H -0.274 4.112 1.320
H -0.005 2.619 -0.933
H 1.679 3.281 3.119
C -1.995 -0.454 -4.564
C 1.226 -1.538 1.769
H -2.396 -0.604 -5.573
C 0.659 2.564 -0.051
H -0.542 1.503 4.808
H -0.908 -2.356 1.644
C -0.314 -1.199 3.502
H -1.768 2.259 4.017
H -1.328 0.431 -4.618
C 1.835 1.714 0.104
C 0.086 -1.873 -4.567
H 0.622 -2.597 -3.920
H 0.083 -2.295 -5.580
H -1.425 -3.467 -2.988
H -2.915 -2.446 -2.977
H 1.122 0.031 4.781
N -0.773 2.045 3.970
H 3.296 1.449 1.820
H -1.214 -1.308 4.132
H 2.960 -0.465 2.780
Ce 0.160 0.678 1.571
C -1.301 -1.669 -4.162
C 1.542 2.918 2.086
Cl -0.465 -0.298 -0.696
```

From a Mulliken analysis of the wavefunction, the atomic charges in e read: 0.57, -0.58, 0.36, 0.37, 0.40, -1.22, 0.58, -0.56, 0.24, -0.55, -0.31, -0.45, 0.42, 0.43, 0.57, -1.22, -0.48, 0.39, -0.39, 0.25, 0.44, -0.30, 0.27, 0.37, -0.52, -1.22, 0.37, 0.38, 0.36, 0.36, 0.56, -0.63, 0.55, 0.44, 0.57, 0.74, 1.27, -0.56, -0.30



# C2H4N2O2S

An isolated molecule of C2H4N2O2S in a non-equilibrium geometry (ωB97M-V/def2-TZVPD, the OMol25 dataset).

As for the multiplicity: 1. The value obtained for the HOMO-LUMO gap is 9.3 eV. The calculation puts the energy relative to the best compared isomer or geometry (same formula, charge and spin) at 39.74 kcal/mol. For the HOMO energy, the calculation gives -8.627 eV. Its SMILES is NC(=S)NOC=O. The total charge is 0.

Structure (XYZ):
```
11
C2H4N2O2S | the OMol25 dataset | ωB97M-V/def2-TZVPD
C 2.068 0.800 0.018
H -1.756 -1.736 -0.047
O 1.184 0.436 -0.944
O 2.134 0.196 1.075
S -1.283 1.757 0.103
N 0.132 -0.448 -0.581
H -2.825 -0.585 0.487
H 0.496 -1.307 -0.180
N -1.858 -0.837 0.374
H 2.686 1.617 -0.298
C -0.980 0.107 -0.008
```

From a Mulliken analysis of the wavefunction, the atomic charges in e read: 0.20, 0.23, -0.22, -0.50, -0.33, -0.18, 0.26, 0.30, -0.42, 0.39, 0.27



# C24H38AsBrMnN2O7SSi

A structure of composition C24H38AsBrMnN2O7SSi (ωB97M-V/def2-TZVPD, the OMol25 dataset).

As for the multiplicity: 2. The value obtained for the HOMO-LUMO gap (alpha / beta) is 5.0 / 6.3 eV. The calculation puts the energy relative to the best compared isomer or geometry (same formula, charge and spin) at 3.80 kcal/mol. For the HOMO energy (alpha / beta), the calculation gives -14.863 / -14.860 eV. The total charge is +2.

Structure (XYZ):
```
76
C24H38AsBrMnN2O7SSi | the OMol25 dataset | ωB97M-V/def2-TZVPD
As -4.585 -1.467 2.003
C -4.626 -3.341 4.056
C -2.995 1.562 0.323
C -2.845 2.033 -3.904
C 3.485 -1.142 -0.195
H 1.801 2.852 -2.388
C 2.066 1.699 0.444
H -2.160 -0.018 -2.462
O -3.566 -1.641 0.461
Si 2.440 0.308 -0.791
H 0.537 2.753 -0.765
Br 0.091 -0.840 -0.863
O -2.146 1.224 -4.468
C 4.832 -0.515 0.231
H -2.999 1.347 1.379
S -1.156 -1.895 2.573
H 3.143 3.218 -0.745
N -2.569 0.588 -0.502
H 1.102 -0.736 -3.437
H 1.672 2.186 -4.008
C 2.864 -1.893 1.001
C -3.426 2.955 -1.560
H 4.184 2.309 0.360
O -1.170 -2.614 1.241
H 3.064 0.816 2.203
O -1.739 -0.561 2.065
H -4.150 3.647 -4.060
C -4.144 -4.108 5.118
H 3.074 3.520 0.988
C 2.115 -0.371 -3.590
H -5.686 -3.324 3.846
H -3.770 3.534 0.493
H -0.116 1.706 0.504
H 0.646 3.233 0.926
C -2.550 0.767 -1.831
C 3.188 2.738 0.233
N -3.505 3.037 -4.526
H 1.936 -2.395 0.726
H 5.325 0.020 -0.583
H -6.689 -1.842 1.239
H 1.907 2.089 2.547
H 2.672 -1.262 1.863
C -3.746 -2.606 3.280
H -0.835 -3.435 4.838
H -2.425 -4.725 6.236
C -1.896 -3.409 4.631
H 5.498 -1.325 0.536
H 3.569 -2.666 1.315
H 4.342 -2.988 -0.857
H -3.422 3.107 -5.527
C 2.100 1.225 1.906
H 4.651 0.354 -2.741
C 1.560 1.947 -2.947
O 0.080 -1.814 3.245
C 3.746 -2.182 -1.293
H 4.317 -1.780 -2.129
Mn -1.998 -1.141 0.296
C -3.431 2.763 -0.184
C 2.488 0.767 -2.621
H -3.752 3.907 -1.959
C -2.981 1.944 -2.399
C 0.700 2.380 0.244
H 4.278 2.011 -2.239
O -5.949 -2.394 1.536
C -2.794 -4.136 5.408
H -4.841 -4.678 5.717
H 4.737 0.164 1.079
H 4.040 1.516 -3.909
O -4.792 0.112 2.186
H 2.826 -2.627 -1.673
H 2.796 -1.214 -3.552
H 1.327 0.484 2.115
C 3.954 1.183 -2.872
H 0.510 1.697 -2.781
H 2.158 0.031 -4.605
C -2.371 -2.649 3.577
```

From a Mulliken analysis of the wavefunction, the atomic charges in e read: 1.09, -0.61, -0.50, 0.32, 2.82, 0.33, 2.98, 0.63, -0.71, -2.18, 0.28, 0.20, -0.57, -1.68, 0.68, 2.15, 0.38, 0.71, 0.31, 0.66, -1.89, -0.26, 0.39, -0.47, 0.39, -0.33, 0.15, -0.68, 0.54, -1.65, 0.52, 0.49, 0.13, 0.61, -0.10, -1.83, -0.34, 0.36, 0.37, 0.38, 0.59, 0.36, -0.34, 0.57, 0.44, -0.51, 0.54, 0.55, 0.60, 0.26, -2.07, 0.36, -1.88, -0.54, -1.98, 0.38, 0.27, -1.40, 2.54, 0.36, 0.30, -1.79, 0.35, -0.53, -0.72, 0.43, 0.32, 0.53, -0.60, 0.37, 0.34, 0.23, -1.68, 0.23, 0.55, 0.47



# C5H11N2S

The ion C5H11N2S with charge +1 in a non-equilibrium geometry (ωB97M-V/def2-TZVPD, the OMol25 dataset).

As for the multiplicity: 1. The value obtained for the HOMO-LUMO gap (alpha / beta) is 8.6 / 8.6 eV. The calculation puts the energy relative to the best compared isomer or geometry (same formula, charge and spin) at 104.60 kcal/mol. For the HOMO energy (alpha / beta), the calculation gives -13.180 / -13.182 eV. The total charge is +1.

Structure (XYZ):
```
19
C5H11N2S | the OMol25 dataset | ωB97M-V/def2-TZVPD
C -1.129 -0.833 -0.604
C 0.645 1.721 0.424
H 1.434 1.987 1.076
N -0.349 0.836 0.964
C 0.851 -1.058 0.803
N -0.215 -1.773 0.185
H -0.154 -2.467 -0.524
H 2.394 1.753 -0.983
C 1.487 1.120 -0.753
H 0.201 2.557 0.015
H -2.088 -1.373 -0.765
H -2.331 -0.016 0.972
C -1.515 0.319 0.276
H 1.018 -1.439 1.706
S 2.205 -0.419 -0.030
H -2.099 1.024 -0.462
H -0.744 -2.285 0.914
H 1.015 0.912 -1.640
H -0.624 -0.566 -1.572
```

From a Mulliken analysis of the wavefunction, the atomic charges in e read: -0.70, -0.55, 0.40, -0.30, -0.45, -0.06, 0.33, 0.41, -0.68, 0.40, 0.42, 0.37, -0.41, 0.55, -0.04, 0.29, 0.39, 0.36, 0.28